No. 1
The following is a DFT calculation (the ωB97M-V functional and the def2-TZVPD basis) of C33H32N5O2Sr as an isolated structure.

The geometry in XYZ format:
```
73
Properties=species:S:1:pos:R:3:lowdin_charge:R:1
Sr -0.25328 -0.44717 -0.11648 1.468
C 1.85980 -6.06182 4.74682 -0.042
C 1.38762 -4.81093 4.06047 -0.259
C 0.64688 -3.85384 4.69042 0.015
C 0.20807 -2.66463 4.04007 -0.106
C -0.45933 -1.75151 4.87680 0.008
N -0.82565 -0.49294 4.78614 0.088
C -0.59604 0.56782 3.79493 -0.152
C 0.87408 0.94479 3.65110 -0.139
C 0.97845 2.27971 2.92604 -0.159
N 2.35997 2.75646 2.86381 0.091
C 3.04524 3.20986 1.84336 0.013
C 2.81657 3.14284 0.45599 -0.120
C 3.46204 4.15073 -0.32406 0.006
C 3.25683 4.29477 -1.66223 -0.264
C 3.89943 5.38671 -2.47061 -0.043
C 2.38355 3.36559 -2.28798 0.039
C 1.80962 2.33384 -1.60630 -0.144
C 0.84232 1.35463 -2.17252 -0.156
N 1.06866 0.16376 -2.55765 0.009
C 2.45337 -0.26162 -2.73809 -0.210
C 2.94305 -1.26489 -1.69915 -0.157
C 2.09160 -2.54248 -1.53810 -0.209
N 1.37387 -2.51509 -0.26127 -0.061
C 1.72543 -3.37738 0.60513 -0.092
C 1.27179 -3.47676 1.99309 -0.103
C 1.70829 -4.56833 2.70923 0.037
C 0.43499 -2.48762 2.63115 -0.305
O -0.09583 -1.53786 1.99785 -0.206
C 2.02940 2.14034 -0.19397 -0.331
O 1.56297 1.11254 0.39177 -0.197
H 1.55582 -6.07289 5.79221 0.079
H 2.94706 -6.14453 4.71283 0.086
H 1.44735 -6.95200 4.26970 0.087
H 0.39297 -3.98582 5.73723 0.124
H -0.71119 -2.16340 5.85017 0.143
H -1.29187 -0.16074 5.61628 0.154
H -1.16101 1.42416 4.16620 0.135
H -1.02880 0.29168 2.83969 0.077
H 1.41045 0.17800 3.09052 0.111
H 1.33130 1.02565 4.64330 0.124
H 0.41480 3.04532 3.46805 0.142
H 0.56984 2.21734 1.92442 0.078
H 2.77635 2.94017 3.76603 0.159
H 3.92983 3.76562 2.14436 0.148
H 4.10641 4.85663 0.19033 0.124
H 4.54093 6.00900 -1.84887 0.080
H 3.14816 6.03185 -2.92896 0.086
H 4.50967 4.97391 -3.27547 0.086
H 2.17877 3.47796 -3.34822 0.139
H -0.21043 1.65525 -2.10360 0.121
H 3.13475 0.59245 -2.74314 0.117
H 2.49424 -0.72625 -3.72671 0.127
H 3.04132 -0.77978 -0.72434 0.104
H 3.95061 -1.54807 -2.00866 0.118
H 2.72771 -3.43061 -1.59802 0.111
H 1.36073 -2.60138 -2.34889 0.117
H 2.47021 -4.13333 0.32703 0.129
H 2.33050 -5.29529 2.19413 0.131
N -0.32738 9.14296 2.62584 0.160
C -0.58527 8.06844 2.31043 -0.186
C -0.89798 6.72464 1.91021 -0.236
C -1.96109 6.04747 2.50677 -0.022
C -2.24197 4.74442 2.14156 -0.025
C -1.46845 4.08762 1.17795 -0.270
C -0.42104 4.79060 0.56838 -0.025
C -0.13424 6.09336 0.93042 -0.021
C -1.68623 2.70999 0.85178 -0.224
C -1.75422 1.51453 0.58669 -0.172
H -2.55952 6.55056 3.25418 0.122
H -3.06751 4.21502 2.59803 0.118
H 0.17160 4.30450 -0.19689 0.104
H 0.67822 6.62605 0.45376 0.119
```

Summary:
- Electronic energy: -1731.4765 Eh
- HOMO level: -0.37542 Eh
- Total charge: +1

=====

No. 2
The following is a DFT calculation (the ωB97M-V functional and the def2-TZVPD basis) of a 2-piece molecular cluster, C33H32NO3 overall at a distorted geometry.

The geometry in XYZ format:
```
69
Properties=species:S:1:pos:R:3:lowdin_charge:R:1
C 8.19279 5.09720 -1.55461 -0.019
O 7.64969 3.72531 -1.58525 -0.060
C 6.30636 3.52076 -1.61291 -0.220
C 5.80015 2.18642 -1.52765 0.032
C 4.46383 1.95620 -1.25994 0.014
C 3.55735 3.03880 -1.08905 -0.152
C 2.19676 2.93851 -0.66246 -0.118
O 1.52647 4.12574 -0.76945 0.100
C 0.15250 4.13410 -0.64867 -0.135
C -0.53056 2.94008 -0.32177 -0.127
C -1.92692 2.93125 -0.59073 0.010
C -2.53362 3.99003 -1.24995 -0.041
C -1.82391 5.18771 -1.49038 -0.023
C -0.48599 5.28471 -1.12235 0.028
C 0.21965 1.83641 0.15491 0.098
C 1.59004 1.83211 -0.09518 0.039
C 4.02860 4.32226 -1.38119 0.007
C 5.36677 4.58689 -1.58866 0.016
H 9.27589 4.94468 -1.54425 0.099
H 7.90716 5.66673 -2.45237 0.099
H 7.87762 5.63006 -0.64441 0.101
H 6.49750 1.36075 -1.62597 0.128
H 4.04944 0.94546 -1.22831 0.124
H -2.49694 2.04762 -0.30931 0.117
H -3.57507 3.92409 -1.59272 0.124
H -2.31006 6.02184 -2.00330 0.125
H 0.08730 6.18791 -1.30708 0.132
H -0.28100 1.05592 0.71171 0.112
H 2.23039 0.98326 0.12570 0.107
H 3.34029 5.15692 -1.43655 0.128
H 5.65490 5.63693 -1.67806 0.118
O -3.02955 -2.19282 -0.77487 -0.013
C -2.40929 -2.84956 0.30883 -0.372
C -3.00354 -4.26823 0.27858 -0.162
C -3.38627 -4.80974 -0.95416 -0.010
C -3.95494 -6.09754 -1.00686 -0.065
C -4.11873 -6.84949 0.15994 -0.085
C -3.72876 -6.30326 1.38147 -0.074
C -3.18328 -5.01807 1.44811 -0.044
C -0.87775 -2.85968 0.07650 -0.129
C -0.21229 -1.73159 -0.43470 -0.046
C 1.16211 -1.61359 -0.17039 -0.082
C 1.92036 -2.73150 0.19383 -0.085
C 1.27050 -3.93977 0.45163 -0.061
C -0.13074 -3.99370 0.40876 -0.004
C -2.58710 -2.02786 1.60420 -0.267
C -3.92315 -2.05939 2.37723 -0.112
C -4.01778 -0.65837 3.02710 -0.141
C -2.79266 0.14539 2.51076 -0.203
N -2.33504 -0.61618 1.36096 -0.040
H -3.02266 -1.22617 -0.61344 0.096
H -3.28044 -4.23177 -1.88474 0.125
H -4.27692 -6.50435 -1.97005 0.106
H -4.56050 -7.84417 0.12969 0.105
H -3.85000 -6.85575 2.30758 0.104
H -2.88915 -4.56628 2.39907 0.109
H -0.72973 -1.01521 -1.07894 0.122
H 1.64070 -0.64797 -0.27454 0.049
H 3.00328 -2.64118 0.28999 0.103
H 1.85107 -4.83115 0.70297 0.111
H -0.63460 -4.94047 0.59824 0.118
H -1.81142 -2.38431 2.31323 0.161
H -4.76534 -2.25717 1.69788 0.128
H -3.92480 -2.86413 3.12272 0.105
H -4.92740 -0.15302 2.68850 0.105
H -4.05031 -0.70658 4.12885 0.113
H -3.01205 1.19793 2.27899 0.103
H -2.01924 0.16926 3.29410 0.110
H -1.41000 -0.41922 1.00324 0.056
```

Summary:
- Electronic energy: -1556.8825 Eh
- HOMO level: -0.39440 Eh
- Total charge: +1

=====

No. 3
The following is a DFT calculation (the ωB97M-V functional and the def2-TZVPD basis) of a 3-piece molecular cluster, C33H33B2N2O7 overall.

The geometry in XYZ format:
```
77
Properties=species:S:1:pos:R:3:lowdin_charge:R:1
C -0.05049 -2.26110 -2.67844 -0.136
O 0.01903 -0.86020 -2.64632 -0.239
C -0.60522 -0.19395 -3.79961 -0.161
B -2.05001 0.56780 -3.48992 -0.456
C -3.30838 -0.11439 -4.32508 -0.142
C -3.80443 -1.47702 -3.86554 -0.412
O -5.09878 -1.30156 -3.23001 -0.073
C -3.99797 -2.48300 -4.99221 -0.262
N -2.78031 -2.93969 -5.64726 0.005
B -2.27000 0.74713 -1.82696 -0.531
N -3.27453 0.10015 -0.92222 0.128
O -1.38717 1.58013 -1.12020 0.060
H -0.83111 -2.61993 -3.35121 0.057
H 0.90313 -2.67642 -3.02008 0.081
H -0.28464 -2.63988 -1.68099 0.058
H -0.68614 -0.90748 -4.62711 0.075
H 0.12606 0.54399 -4.12353 0.082
H -1.92301 1.70935 -3.93793 0.082
H -2.96774 -0.24232 -5.36214 0.078
H -4.17019 0.54516 -4.40043 0.091
H -3.12249 -1.89936 -3.11862 0.123
H -5.21164 -1.99515 -2.56365 0.079
H -4.48691 -3.36169 -4.56565 0.104
H -4.69002 -2.06784 -5.72116 0.113
H -2.25012 -2.15047 -5.99310 0.049
H -2.21332 -3.48098 -5.01046 0.047
H -4.23204 0.26988 -1.20083 0.053
H -3.11766 -0.89597 -0.85089 0.030
H -1.83802 1.75786 -0.27396 0.084
C 6.20062 6.34536 -2.16801 -0.068
C 6.89003 6.23211 -0.96486 -0.071
C 6.48320 5.31045 -0.01634 -0.011
C 5.37899 4.50278 -0.26185 -0.083
C 4.67763 4.62873 -1.46037 -0.079
C 5.09775 5.54664 -2.41499 -0.006
C 3.46483 3.79971 -1.73315 -0.277
O 2.87218 3.91570 -2.78416 0.115
C 3.01682 2.84753 -0.68278 -0.077
C 1.86247 2.10103 -0.88923 0.031
C 1.44285 1.20152 0.07697 -0.030
C 2.17856 1.03972 1.24771 -0.043
C 3.32671 1.78469 1.46246 -0.007
C 3.74804 2.69567 0.50385 -0.094
C 4.96506 3.50345 0.76490 -0.282
O 5.61496 3.36691 1.78401 0.089
H 6.52385 7.06158 -2.91228 0.102
H 7.74671 6.86397 -0.76922 0.101
H 7.01611 5.21196 0.91892 0.116
H 4.55363 5.63080 -3.34521 0.119
H 1.28784 2.22080 -1.79717 0.128
H 0.54312 0.63142 -0.09524 0.080
H 1.85384 0.33369 2.00120 0.095
H 3.89713 1.66589 2.37296 0.116
C -0.84067 -1.99463 8.24488 -0.065
C -1.46224 -3.23898 8.22507 -0.066
C -1.79684 -3.82939 7.01894 -0.007
C -1.51994 -3.17419 5.82543 -0.081
C -0.91284 -1.91805 5.84639 -0.080
C -0.56687 -1.33547 7.05927 -0.005
C -0.63970 -1.17819 4.58063 -0.276
O -0.09885 -0.09167 4.60516 0.105
C -1.04818 -1.80993 3.29913 -0.079
C -0.85095 -1.11803 2.11195 0.016
C -1.20571 -1.69538 0.90606 -0.041
C -1.75879 -2.97101 0.88175 -0.046
C -1.96747 -3.66490 2.06198 0.000
C -1.61892 -3.08676 3.27612 -0.088
C -1.87135 -3.83397 4.53472 -0.280
O -2.35161 -4.94994 4.52386 0.097
H -0.57308 -1.53775 9.18859 0.104
H -1.68402 -3.74867 9.15353 0.103
H -2.27476 -4.79855 6.99491 0.118
H -0.08798 -0.36647 7.06602 0.119
H -0.42561 -0.12605 2.13508 0.107
H -1.04974 -1.14969 -0.01654 0.087
H -2.03132 -3.42265 -0.06374 0.107
H -2.40133 -4.65479 2.04823 0.118
```

Summary:
- Electronic energy: -1963.3364 Eh
- HOMO level: -0.16369 Eh
- Total charge: -1

=====

The records above yield lowest unoccupied orbital energy values of -3.31 -4.99 0.66 eV, respectively.